Record 1
{
  "formula": "C38H45BrN3O3P2Tl",
  "method": "ωB97M-V/def2-TZVPD",
  "spin_multiplicity": 1,
  "total_charge": 2,
  "symbols": ["Tl", "C", "C", "C", "C", "C", "O", "C", "N", "C", "C", "C", "C", "C", "C", "P", "C", "C", "C", "C", "C", "C", "C", "C", "C", "C", "C", "C", "H", "H", "H", "H", "H", "H", "H", "H", "H", "H", "H", "H", "H", "H", "H", "H", "H", "H", "H", "H", "H", "H", "H", "H", "C", "C", "P", "C", "C", "C", "C", "H", "H", "H", "H", "H", "H", "H", "H", "H", "H", "H", "H", "H", "H", "H", "Br", "C", "C", "N", "C", "C", "C", "C", "O", "O", "H", "H", "H", "C", "C", "N", "H", "H", "H"],
  "positions_angstrom": [[-0.012, 0.076, 0.218], [2.011, 2.391, 2.401], [1.478, 1.566, 3.564], [2.302, 0.305, 3.810], [-0.023, 1.256, 3.437], [-0.647, 0.880, 4.786], [-1.153, -0.453, 4.579], [-0.890, -0.817, 3.326], [-0.319, 0.072, 2.589], [-1.302, -2.221, 3.057], [-1.467, -3.008, 4.201], [-1.871, -4.331, 4.126], [-2.141, -4.901, 2.896], [-1.976, -4.140, 1.750], [-1.554, -2.813, 1.808], [-1.394, -2.042, 0.183], [-3.046, -1.572, -0.374], [-3.228, -1.173, -1.702], [-4.472, -0.736, -2.127], [-5.535, -0.679, -1.231], [-5.354, -1.070, 0.088], [-4.112, -1.519, 0.519], [-0.706, -3.279, -0.921], [-1.501, -4.007, -1.802], [-0.916, -4.968, -2.614], [0.450, -5.204, -2.540], [1.240, -4.481, -1.653], [0.667, -3.515, -0.844], [3.083, 2.555, 2.511], [1.536, 3.373, 2.360], [1.862, 1.904, 1.435], [1.551, 2.193, 4.461], [2.298, -0.348, 2.937], [1.933, -0.265, 4.666], [3.335, 0.573, 4.026], [-0.536, 2.114, 3.001], [-1.477, 1.512, 5.091], [0.089, 0.831, 5.587], [-1.270, -2.577, 5.169], [-1.976, -4.907, 5.035], [-2.466, -5.929, 2.821], [-2.167, -4.598, 0.788], [-2.405, -1.230, -2.404], [-4.617, -0.451, -3.161], [-6.507, -0.343, -1.567], [-6.182, -1.043, 0.782], [-3.987, -1.838, 1.547], [-2.568, -3.835, -1.857], [-1.530, -5.540, -3.297], [0.901, -5.959, -3.169], [2.303, -4.670, -1.592], [1.289, -2.941, -0.167], [-2.208, 3.198, -2.960], [-1.375, 2.099, -2.303], [-1.287, 2.185, -0.487], [-0.439, 3.757, -0.114], [-0.804, 4.455, 1.192], [-2.999, 2.223, 0.125], [-3.156, 1.933, 1.615], [-2.282, 3.002, -4.029], [-1.762, 4.185, -2.847], [-3.223, 3.232, -2.566], [-0.342, 2.097, -2.660], [-1.784, 1.114, -2.538], [-0.703, 4.413, -0.948], [0.633, 3.565, -0.199], [-1.866, 4.695, 1.235], [-0.257, 5.395, 1.256], [-0.547, 3.868, 2.071], [-3.551, 1.493, -0.474], [-3.403, 3.207, -0.130], [-2.772, 0.943, 1.869], [-4.212, 1.954, 1.883], [-2.642, 2.669, 2.231], [7.032, 2.150, -2.546], [6.070, 0.894, -1.529], [6.728, -0.207, -0.982], [6.111, -1.128, -0.254], [4.809, -0.990, -0.041], [4.071, 0.072, -0.552], [4.717, 1.041, -1.315], [2.621, 0.162, -0.295], [2.065, -0.713, 0.454], [1.923, 1.078, -0.797], [7.792, -0.338, -1.144], [4.325, -1.749, 0.561], [4.166, 1.879, -1.719], [1.172, -0.899, -4.847], [0.600, -0.824, -3.514], [0.171, -0.770, -2.451], [1.636, -1.875, -4.985], [1.927, -0.123, -4.961], [0.395, -0.763, -5.596]],
  "atomic_forces_ev_per_a": [[-0.2, 0.1, 0.2], [0.0, 0.0, 0.0], [0.0, 0.0, 0.1], [0.0, 0.0, 0.0], [0.0, 0.0, 0.0], [0.0, 0.0, 0.0], [0.0, 0.0, 0.0], [0.0, 0.1, 0.1], [0.0, -0.2, 0.0], [0.0, -0.1, 0.0], [0.0, 0.0, 0.0], [0.0, 0.0, 0.0], [0.0, 0.0, 0.0], [0.0, 0.0, 0.0], [0.0, 0.0, 0.0], [0.0, 0.0, -0.1], [0.0, 0.0, 0.1], [0.0, 0.0, 0.0], [0.0, 0.0, 0.0], [0.0, 0.0, 0.0], [0.0, 0.0, 0.0], [0.0, 0.0, 0.0], [0.0, 0.0, 0.0], [0.0, 0.0, 0.0], [0.0, 0.0, 0.0], [0.0, 0.0, 0.0], [0.0, 0.0, 0.0], [0.0, 0.0, 0.0], [0.0, 0.0, 0.0], [0.0, 0.0, 0.0], [0.0, 0.0, 0.0], [0.0, 0.0, 0.0], [0.0, 0.0, 0.0], [0.0, 0.0, 0.0], [0.0, 0.0, 0.0], [0.0, 0.0, 0.0], [0.0, 0.0, 0.0], [0.0, 0.0, 0.0], [0.0, 0.0, 0.0], [0.0, 0.0, 0.0], [0.0, 0.0, 0.0], [0.0, 0.0, 0.0], [0.0, 0.0, 0.0], [0.0, 0.0, 0.0], [0.0, 0.0, 0.0], [0.0, 0.0, 0.0], [0.0, 0.0, 0.0], [0.0, 0.0, 0.0], [0.0, 0.0, 0.0], [0.0, 0.0, 0.0], [0.0, 0.0, 0.0], [0.0, 0.0, 0.0], [0.0, 0.0, 0.0], [0.0, -0.1, 0.0], [0.1, 0.1, -0.1], [0.0, 0.0, -0.1], [0.0, 0.0, 0.0], [0.0, 0.1, 0.0], [0.0, 0.0, 0.0], [0.0, 0.0, 0.0], [0.0, 0.0, 0.0], [0.0, 0.0, 0.0], [0.0, 0.0, 0.0], [0.0, 0.0, 0.0], [0.0, 0.0, 0.0], [0.0, 0.0, 0.1], [0.0, 0.0, 0.0], [0.0, 0.0, 0.0], [0.0, 0.0, 0.0], [0.0, 0.0, 0.0], [0.0, 0.0, 0.0], [0.0, 0.0, 0.0], [0.0, 0.0, 0.0], [0.0, 0.0, 0.0], [0.0, 0.0, 0.0], [0.0, 0.0, 0.0], [0.0, 0.1, 0.0], [0.0, -0.1, 0.0], [0.0, 0.1, 0.0], [0.0, 0.0, 0.0], [0.0, 0.0, 0.0], [0.0, 0.1, -0.1], [-0.1, -0.1, 0.0], [0.0, 0.1, -0.1], [0.0, 0.0, 0.0], [0.0, 0.0, 0.0], [0.0, 0.0, 0.0], [0.0, 0.0, -0.1], [0.0, -0.1, 0.1], [0.0, 0.2, -0.1], [0.0, 0.0, 0.0], [0.0, 0.0, 0.0], [0.0, 0.0, 0.0]]
}



Record 2
{
  "formula": "C20H21BrF5GeN3O5RuTe",
  "method": "ωB97M-V/def2-TZVPD",
  "spin_multiplicity": 2,
  "total_charge": -1,
  "symbols": ["Ru", "Br", "C", "C", "C", "C", "O", "C", "C", "N", "C", "C", "C", "C", "C", "C", "C", "C", "N", "C", "C", "H", "H", "H", "H", "H", "H", "H", "H", "H", "H", "C", "Ge", "C", "C", "C", "H", "H", "H", "H", "H", "H", "H", "H", "H", "H", "H", "O", "N", "O", "O", "F", "Te", "F", "F", "F", "F", "O"],
  "positions_angstrom": [[0.824, 0.262, 0.645], [0.670, -0.827, -6.763], [0.478, -0.167, -4.993], [0.016, 1.118, -4.783], [-0.122, 1.571, -3.484], [0.189, 0.770, -2.387], [0.017, 1.239, -1.123], [0.673, -0.542, -2.595], [1.056, -1.552, -1.616], [1.151, -1.417, -0.339], [1.507, -2.491, 0.510], [1.511, -3.817, 0.094], [1.917, -4.825, 0.949], [2.362, -4.478, 2.214], [2.371, -3.168, 2.701], [2.974, -2.950, 3.969], [3.127, -1.743, 4.653], [2.612, -0.526, 4.337], [1.599, -0.835, 2.111], [1.832, -2.125, 1.861], [0.799, -0.972, -3.926], [-0.235, 1.762, -5.614], [-0.483, 2.575, -3.331], [1.324, -2.504, -2.062], [1.165, -4.076, -0.898], [1.897, -5.858, 0.631], [2.734, -5.251, 2.877], [3.392, -3.831, 4.440], [3.693, -1.757, 5.576], [2.756, 0.328, 4.985], [1.159, -1.976, -4.107], [-3.062, 3.258, -3.086], [-2.662, 2.357, -1.381], [-3.145, 0.478, -1.496], [-3.596, 3.340, 0.017], [-0.719, 2.481, -0.922], [-4.148, 3.305, -3.194], [-2.663, 2.726, -3.949], [-2.684, 4.282, -3.094], [-4.217, 0.378, -1.672], [-2.875, -0.031, -0.572], [-2.612, 0.001, -2.320], [-4.665, 3.382, -0.198], [-3.220, 4.363, 0.077], [-3.444, 2.847, 0.975], [-0.647, 2.652, 0.149], [-0.188, 3.293, -1.423], [2.737, 3.226, 1.939], [2.106, 2.307, 1.488], [0.882, 2.098, 1.776], [2.596, 1.467, 0.664], [-1.758, 0.885, 4.816], [-1.334, 0.102, 3.138], [-2.218, 1.691, 2.399], [-1.087, -0.495, 0.963], [-1.100, -1.561, 4.140], [-3.040, -0.618, 2.901], [1.797, -0.153, 3.335]],
  "atomic_forces_ev_per_a": [[0.2, 0.3, 0.1], [0.0, 0.0, 0.0], [0.0, 0.0, 0.0], [0.0, 0.0, 0.0], [0.1, 0.0, 0.1], [0.0, -0.1, 0.0], [0.0, 0.1, 0.0], [0.0, 0.0, 0.0], [0.0, 0.0, 0.0], [0.0, 0.0, 0.0], [0.0, 0.0, 0.0], [0.0, 0.0, 0.0], [0.0, 0.0, 0.0], [0.0, 0.0, 0.0], [0.0, 0.0, 0.0], [0.0, 0.0, 0.0], [0.0, 0.0, 0.0], [0.0, 0.0, 0.0], [0.1, -0.1, 0.0], [0.0, 0.1, 0.0], [0.0, 0.0, 0.0], [0.0, 0.0, 0.0], [0.0, 0.0, 0.0], [0.0, 0.0, 0.0], [0.0, 0.0, 0.0], [0.0, 0.0, 0.0], [0.0, 0.0, 0.0], [0.0, 0.0, 0.0], [0.0, 0.0, 0.0], [0.0, 0.0, 0.0], [0.0, 0.0, 0.0], [-0.1, 0.0, 0.0], [0.1, 0.1, 0.0], [0.0, 0.0, 0.0], [-0.1, 0.0, 0.0], [-0.1, -0.1, 0.0], [0.0, 0.0, 0.0], [0.0, 0.0, 0.0], [0.0, 0.0, 0.0], [0.0, 0.0, 0.0], [0.0, 0.0, 0.0], [0.0, 0.0, 0.0], [0.0, 0.0, 0.0], [0.0, 0.0, 0.0], [0.0, 0.0, 0.0], [0.0, 0.0, 0.0], [0.0, 0.0, 0.0], [0.0, 0.0, 0.0], [-0.1, 0.1, -0.1], [0.1, 0.0, 0.0], [-0.1, -0.2, -0.1], [-0.3, 0.0, 0.1], [0.2, 0.1, 0.1], [0.0, 0.1, -0.1], [-0.2, -0.1, 0.0], [0.0, 0.0, -0.1], [0.0, 0.0, 0.0], [-0.1, 0.0, 0.0]]
}



Record 3
{
  "formula": "C40H42F6N2PS",
  "method": "ωB97M-V/def2-TZVPD",
  "spin_multiplicity": 1,
  "total_charge": 1,
  "symbols": ["S", "P", "C", "C", "N", "C", "C", "N", "H", "H", "H", "H", "H", "H", "H", "H", "H", "H", "H", "H", "F", "C", "C", "C", "C", "C", "C", "H", "H", "H", "H", "H", "F", "C", "C", "C", "C", "C", "C", "H", "H", "H", "H", "H", "F", "C", "C", "C", "C", "C", "C", "H", "H", "H", "H", "H", "F", "C", "C", "C", "C", "C", "C", "H", "H", "H", "H", "H", "F", "C", "C", "C", "C", "C", "C", "H", "H", "H", "H", "H", "F", "C", "C", "C", "C", "C", "C", "H", "H", "H", "H", "H"],
  "positions_angstrom": [[0.669, -0.226, 1.492], [0.219, -2.002, 2.011], [1.615, -2.914, 2.811], [1.983, -2.382, 4.202], [1.268, -3.032, 5.301], [0.261, -4.005, 4.938], [0.935, -5.057, 4.090], [1.398, -4.425, 2.785], [-0.818, -2.168, 2.932], [-0.076, -2.922, 0.985], [2.450, -2.712, 2.136], [3.060, -2.480, 4.351], [1.778, -1.307, 4.156], [0.909, -2.347, 5.950], [-0.616, -3.614, 4.403], [-0.108, -4.494, 5.839], [0.282, -5.886, 3.827], [1.819, -5.434, 4.599], [2.258, -4.877, 2.476], [0.699, -4.632, 2.067], [1.896, 1.501, -2.931], [2.591, 2.380, -2.174], [3.318, 3.369, -2.805], [4.027, 4.264, -2.016], [4.002, 4.158, -0.632], [3.263, 3.150, -0.031], [2.543, 2.246, -0.802], [3.323, 3.428, -3.884], [4.597, 5.052, -2.490], [4.557, 4.860, -0.026], [3.241, 3.064, 1.048], [1.958, 1.450, -0.364], [3.433, 7.242, -1.268], [2.830, 7.740, -2.373], [1.642, 7.168, -2.782], [1.032, 7.678, -3.919], [1.610, 8.729, -4.618], [2.807, 9.277, -4.178], [3.434, 8.784, -3.042], [1.221, 6.346, -2.219], [0.099, 7.249, -4.259], [1.128, 9.121, -5.503], [3.261, 10.095, -4.721], [4.364, 9.193, -2.675], [-2.051, -4.100, 2.332], [-2.839, -4.266, 1.211], [-4.133, -3.803, 1.260], [-4.906, -3.966, 0.118], [-4.386, -4.574, -1.017], [-3.075, -5.027, -1.018], [-2.277, -4.874, 0.111], [-4.524, -3.337, 2.151], [-5.928, -3.610, 0.125], [-5.004, -4.695, -1.895], [-2.662, -5.510, -1.894], [-1.254, -5.227, 0.130], [-6.102, -5.308, -3.827], [-5.342, -5.841, -4.814], [-3.975, -5.663, -4.762], [-3.204, -6.211, -5.778], [-3.802, -6.916, -6.812], [-5.181, -7.076, -6.832], [-5.970, -6.538, -5.825], [-3.531, -5.099, -3.954], [-2.129, -6.083, -5.760], [-3.196, -7.339, -7.602], [-5.651, -7.623, -7.638], [-7.045, -6.648, -5.816], [8.824, 5.609, -2.765], [8.737, 5.783, -1.430], [9.882, 5.663, -0.669], [9.778, 5.847, 0.703], [8.553, 6.141, 1.287], [7.421, 6.253, 0.492], [7.504, 6.074, -0.882], [10.824, 5.433, -1.148], [10.665, 5.763, 1.317], [8.483, 6.286, 2.356], [6.463, 6.486, 0.939], [6.639, 6.166, -1.524], [-6.464, -2.488, 2.753], [-7.062, -1.768, 3.740], [-6.442, -1.698, 4.970], [-7.061, -0.960, 5.969], [-8.267, -0.319, 5.727], [-8.862, -0.414, 4.476], [-8.260, -1.145, 3.461], [-5.506, -2.213, 5.134], [-6.596, -0.888, 6.944], [-8.744, 0.253, 6.511], [-9.804, 0.082, 4.284], [-8.700, -1.235, 2.478]],
  "atomic_forces_ev_per_a": [[0.1, 0.2, 0.0], [0.0, 0.2, -0.1], [0.2, -0.1, 0.1], [0.0, 0.0, -0.1], [-0.1, 0.3, 0.0], [0.0, -0.2, -0.1], [0.0, 0.0, 0.0], [0.0, 0.1, 0.0], [-0.1, 0.0, -0.1], [-0.2, -0.1, 0.0], [0.0, 0.0, 0.0], [0.0, -0.1, 0.0], [0.1, 0.0, 0.0], [0.0, 0.0, 0.0], [0.0, 0.0, 0.1], [0.0, 0.0, 0.0], [0.0, 0.0, 0.0], [0.0, 0.0, 0.0], [0.0, 0.0, 0.0], [0.0, 0.0, 0.0], [0.0, 0.0, 0.0], [0.0, -0.1, -0.1], [0.0, 0.0, 0.0], [0.0, 0.0, 0.0], [0.0, 0.0, 0.0], [0.0, 0.0, 0.0], [0.0, 0.1, 0.0], [0.0, 0.0, 0.0], [0.0, 0.0, 0.0], [0.0, 0.0, 0.0], [0.0, 0.0, 0.0], [0.0, 0.0, 0.0], [0.0, 0.1, 0.0], [0.0, -0.1, 0.1], [0.0, 0.1, -0.1], [0.0, 0.0, 0.0], [0.0, 0.0, 0.0], [0.0, 0.0, 0.0], [-0.1, 0.0, 0.0], [0.0, 0.0, 0.0], [0.0, 0.0, 0.0], [0.0, 0.0, 0.0], [0.0, 0.0, 0.0], [0.0, 0.0, 0.0], [0.1, -0.2, 0.0], [0.1, 0.0, 0.1], [0.1, -0.1, -0.1], [-0.1, 0.0, 0.0], [0.0, 0.0, 0.0], [0.1, 0.0, 0.0], [-0.1, 0.0, 0.0], [0.0, 0.0, 0.0], [0.0, 0.0, 0.0], [0.0, 0.0, 0.0], [0.0, 0.0, 0.0], [0.0, 0.0, 0.0], [0.0, 0.0, 0.0], [-0.1, 0.0, 0.1], [0.0, 0.0, -0.1], [0.0, 0.0, 0.0], [0.0, 0.0, 0.0], [0.0, 0.0, 0.0], [0.1, 0.0, 0.0], [0.0, 0.0, 0.0], [0.0, 0.0, 0.0], [0.0, 0.0, 0.0], [0.0, 0.0, 0.0], [0.0, 0.0, 0.0], [0.0, 0.0, 0.0], [0.0, 0.0, -0.1], [-0.1, 0.0, 0.0], [0.1, 0.0, 0.0], [0.0, 0.0, 0.0], [0.0, 0.0, 0.0], [0.0, 0.0, 0.0], [0.0, 0.0, 0.0], [0.0, 0.0, 0.0], [0.0, 0.0, 0.0], [0.0, 0.0, 0.0], [0.0, 0.0, 0.0], [-0.1, 0.0, 0.1], [0.0, -0.1, -0.1], [-0.1, 0.0, 0.0], [0.0, 0.0, 0.0], [0.0, 0.0, 0.0], [0.0, 0.0, 0.0], [0.0, 0.0, 0.1], [0.0, 0.0, 0.0], [0.0, 0.0, 0.0], [0.0, 0.0, 0.0], [0.0, 0.0, 0.0], [0.0, 0.0, 0.0]]
}



Record 4
{
  "formula": "C6H8O2",
  "method": "ωB97M-V/def2-TZVPD",
  "spin_multiplicity": 1,
  "symbols": ["C", "C", "C", "C", "C", "C", "H", "H", "H", "H", "H", "H", "H", "H", "O", "O"],
  "positions_angstrom": [[1.326, -0.594, 0.158], [0.396, -0.166, 1.376], [-0.779, 0.035, 0.354], [-1.861, 0.971, -0.286], [-1.222, 1.231, -1.539], [0.482, 0.351, -0.463], [1.708, -2.407, 0.393], [2.442, -0.624, 0.262], [0.297, -1.006, 2.057], [0.635, 0.610, 2.050], [-0.936, -1.033, 0.116], [-2.901, 1.208, -0.026], [-1.722, 1.675, -2.459], [0.989, 1.164, -0.036], [1.021, -2.016, -0.211], [0.126, 0.600, -1.744]],
  "atomic_forces_ev_per_a": [[0.9, -4.2, 1.7], [-0.5, -2.3, 2.1], [1.3, -0.6, -0.7], [4.0, -0.2, -2.8], [-1.1, -1.3, 1.4], [-2.2, 1.2, -1.2], [-1.3, -0.4, -1.1], [-1.0, 1.2, -0.4], [-0.4, -0.4, 0.0], [0.7, 1.5, 0.0], [-0.9, 0.6, -0.1], [0.8, -0.1, -0.1], [1.2, -0.6, 1.3], [0.1, 2.7, 0.3], [1.8, 1.1, 1.8], [-3.4, 2.0, -2.2]]
}



no.,electronic energy (Eh),strongest force on any atom (eV/Å)
1,-5293.7865,0.3
2,-6828.3230,0.3
3,-2997.3955,0.3
4,-383.7142,4.9